# 1
The following is a DFT calculation (ωB97M-V/def2-TZVPD) of a molecular structure, C7H20OSi2.

Positions of all 30 atoms, in Å:
C -0.8717 -2.5460 0.6918
C -1.8685 2.7631 0.5441
C 2.2062 1.9924 -0.8157
C 1.7265 0.5687 1.9313
C 2.5812 -1.1349 -0.2905
C -1.3851 0.0972 -2.5701
C -1.7769 -1.3594 0.7336
O -1.6411 1.3879 0.6601
Si 1.4790 0.4140 -0.0106
Si -0.9600 0.1354 -0.1846
H -1.2119 -3.5120 1.1569
H -0.6135 -2.9086 -0.3688
H 0.0590 -2.3641 1.2644
H -0.8539 3.3048 0.3709
H -2.4738 2.8925 1.5061
H -2.5180 2.9399 -0.2550
H 2.7093 1.7855 -1.7243
H 1.4832 2.6618 -1.1570
H 2.8656 2.4742 -0.1730
H 1.7783 1.7068 1.9860
H 0.7557 0.2923 2.3855
H 2.5672 0.1664 2.4881
H 3.1755 -1.1219 -1.1646
H 3.2577 -0.9934 0.5691
H 2.0554 -2.1874 -0.1997
H -1.4198 1.1319 -2.7411
H -0.6565 -0.5289 -3.2970
H -2.3943 -0.3249 -2.6545
H -2.0274 -0.9852 1.8011
H -2.7457 -1.4098 0.2028

Calculated values
Energy relative to the best compared isomer or geometry (same formula, charge and spin) (kcal per mole): 77.9
Largest force on an atom (eV Å⁻¹): 3.50
HOMO level (eV): -8.248
Kohn-Sham gap (eV): 9.07

Atomic partial charges in e from the Mulliken method, atoms 1 to 8: C -0.985; C -0.613; C -1.398; C -1.190; C -1.100; C -1.186; C -0.338; O -0.165

# 2
The following is a DFT calculation (ωB97M-V/def2-TZVPD) of a molecular structure, C13H33Cl3N2NdO4S5.

Positions of all 61 atoms, in Å:
Nd 9.8133 6.6637 10.6842
C 11.6520 4.7574 13.7624
C 11.5125 6.1577 14.2957
S 10.0433 6.9781 13.6627
C 10.3719 8.6851 14.1807
C 11.5135 9.3215 13.4452
S 11.4558 9.0233 11.6629
C 13.2332 8.7910 11.4414
C 13.5870 8.3170 10.0695
S 12.8083 6.7780 9.5428
C 13.8579 5.5039 10.3657
C 13.4692 5.1466 11.7910
S 11.7328 4.5595 11.9577
H 10.8316 4.1320 14.1224
H 12.5607 4.3009 14.1658
H 12.4484 6.7301 14.1280
H 11.3491 6.0906 15.3720
H 10.6064 8.7041 15.2485
H 9.4862 9.2908 14.0010
H 12.4750 9.0038 13.8571
H 11.4626 10.4118 13.5646
H 13.6450 8.0936 12.1788
H 13.7580 9.7416 11.6159
H 14.6672 8.1657 9.9626
H 13.3038 9.0615 9.3361
H 14.8777 5.8948 10.3267
H 13.7923 4.6258 9.7016
H 13.6348 5.9994 12.4614
H 14.1050 4.3109 12.1411
Cl 7.3611 8.0233 11.7602
C 6.7320 6.5774 12.6900
Cl 7.5792 5.0085 12.2433
H 5.6647 6.4871 12.4899
H 6.9558 6.7614 13.7433
N 5.9269 6.1814 5.7375
C 5.7298 5.4701 7.0425
C 7.0240 5.3935 7.8603
N 7.1632 6.3508 8.9694
H 5.0631 6.1369 5.1449
H 6.6948 5.7592 5.1907
H 6.1408 7.1826 5.9004
H 5.3392 4.4728 6.8072
H 4.9415 6.0184 7.5752
H 7.8895 5.5258 7.1988
H 7.0924 4.3600 8.2380
H 6.5137 6.1460 9.7152
H 6.9923 7.3137 8.6510
O 9.3087 4.1295 9.6511
Cl 10.2092 4.2038 8.3875
O 11.5638 3.8256 8.6655
O 9.7276 3.4461 7.2591
O 10.1106 5.7307 8.0899
C 10.2134 9.0221 7.2782
S 9.1511 9.0187 8.7439
C 9.4003 10.6754 9.4036
H 9.9730 9.8892 6.6485
H 10.0518 8.0815 6.7339
H 11.2751 9.0787 7.5372
H 10.4602 10.8272 9.6272
H 8.7807 10.7477 10.3016
H 9.0747 11.4194 8.6777

Calculated values
Energy relative to the best compared isomer or geometry (same formula, charge and spin) (kcal per mole): 36.5
Charge: +3
Largest force on an atom (eV Å⁻¹): 2.34
Multiplicity: 4
HOMO level (spin up / spin down) (eV): -17.132 / -17.146
Kohn-Sham gap (spin up / spin down) (eV): 7.30 / 8.76

Atomic partial charges in e from the Mulliken method, atoms 1 to 8: Nd 0.764; C -1.071; C -0.703; S 0.109; C -0.806; C -1.100; S 0.175; C -0.567

# 3
The following is a DFT calculation (ωB97M-V/def2-TZVPD) of a molecular structure, C27H20F3N2O6S4.

Positions of all 62 atoms, in Å:
C 0.1731 5.1229 3.6532
C -0.2743 5.4104 2.3897
C -1.3285 4.5700 1.7971
C -1.3967 3.1646 2.3303
C -2.2334 2.2388 1.6781
C -2.4860 1.9266 0.3414
N -2.7963 1.6844 -0.7750
S -3.0960 1.1190 2.8189
C -4.6763 0.9056 1.9640
C -5.7826 1.5313 2.5331
C -6.9901 1.5467 1.8381
C -7.0988 0.8911 0.6085
C -6.0117 0.1721 0.1003
C -4.7978 0.1625 0.7932
O -2.4479 -0.1579 2.8812
O -3.4145 1.8493 4.0196
C -0.7542 2.8996 3.5363
C -0.1024 3.8823 4.2540
H 0.7653 5.8556 4.2075
H -0.0330 6.3342 1.8643
H -2.2947 5.1058 1.8997
H -5.6818 2.0261 3.4957
H -7.8373 2.0819 2.2645
H -8.0350 0.9249 0.0524
H -6.0922 -0.3746 -0.8422
H -3.9390 -0.3956 0.4130
H -0.7504 1.8812 3.9264
H 0.2560 3.6736 5.2560
F 0.0138 4.0945 -2.0860
C 0.0407 4.8134 -0.9114
F 1.2362 4.5567 -0.3059
F 0.0312 6.1317 -1.2175
S -1.3824 4.2288 -0.0251
N 0.6892 -0.4107 0.5302
S 1.4241 -0.8098 1.9363
C 2.1724 0.7867 2.2341
C 3.1354 0.8096 3.2511
C 3.7046 2.0203 3.6128
C 3.3385 3.1910 2.9427
C 2.3989 3.1340 1.9130
C 1.8215 1.9289 1.5364
O 0.4747 -1.0201 2.9972
O 2.5697 -1.6653 1.7968
S -0.3284 -1.5823 0.0229
C -0.1870 -1.2807 -1.7307
C -0.5118 -0.0131 -2.1944
C -0.6662 0.1908 -3.5622
C -0.4551 -0.8691 -4.4510
C -0.0850 -2.1331 -3.9726
C 0.0165 -2.3597 -2.5991
O 0.2055 -2.9033 0.2578
O -1.7060 -1.2769 0.3119
H 3.4161 -0.1200 3.7416
H 4.4419 2.0504 4.4165
H 3.7705 4.1515 3.2114
H 2.1041 4.0443 1.4204
H 1.1000 1.8442 0.7311
H -0.6981 0.7897 -1.4870
H -0.9740 1.1747 -3.9082
H -0.5685 -0.7058 -5.5219
H 0.1087 -2.9506 -4.6686
H 0.2297 -3.3486 -2.1947

Calculated values
Energy relative to the best compared isomer or geometry (same formula, charge and spin) (kcal per mole): 0.0
Charge: -1
Largest force on an atom (eV Å⁻¹): 4.00
HOMO level (eV): -5.384
Kohn-Sham gap (eV): 5.64

Atomic partial charges in e from the Mulliken method, atoms 1 to 8: C -0.385; C -0.946; C 0.704; C -0.116; C 0.966; C -0.422; N -0.690; S 1.309

# 4
The following is a DFT calculation (ωB97M-V/def2-TZVPD) of a single C2H5ClNOPS molecule.

Positions of all 12 atoms, in Å:
S -1.5730 -2.1609 1.8854
P -1.2163 -0.6227 0.7381
Cl -2.6642 0.7603 0.5191
N -0.5342 -0.7578 -0.7939
C 0.5366 0.2610 -1.0450
C 1.0302 0.6718 0.3748
O 0.1337 0.4780 1.3296
H -0.1743 -1.6491 -0.8019
H 0.0166 1.1502 -1.5339
H 1.1640 -0.0550 -1.9316
H 1.9857 0.1696 0.8373
H 1.2953 1.7548 0.4219

Calculated values
Energy relative to the best compared isomer or geometry (same formula, charge and spin) (kcal per mole): 0.0
Largest force on an atom (eV Å⁻¹): 6.54
HOMO level (eV): -9.579
SMILES: S=[P@]1(Cl)NCCO1
Kohn-Sham gap (eV): 10.15

Atomic partial charges in e from the Mulliken method, atoms 1 to 8: S -0.327; P 0.665; Cl -0.193; N -0.420; C -0.472; C -0.173; O -0.405; H 0.306

# 5
The following is a DFT calculation (ωB97M-V/def2-TZVPD) of 10 unconnected molecules or ions with the total composition C26H68O10.

Positions of all 104 atoms, in Å:
C -1.2585 -11.1373 16.6540
C -1.0768 -10.9400 15.1622
C 0.2073 -11.8163 14.9656
O 0.9416 -11.5583 16.1540
C 0.1473 -11.1400 17.2495
H -1.6913 -12.1282 16.7915
H -1.9783 -10.4777 17.1387
H -0.8636 -9.8825 15.0068
H -1.9070 -11.2968 14.5527
H 0.7435 -11.7690 14.0178
H -0.0476 -12.8679 15.0971
H 0.3276 -10.1018 17.5285
H 0.2294 -11.8530 18.0698
C -4.4206 1.2512 9.6489
C -4.4067 2.3956 10.5911
C -5.1608 3.4662 9.7858
O -4.7140 3.2859 8.4525
C -4.3397 1.9307 8.2750
H -5.3424 0.6711 9.6905
H -3.7330 0.4090 9.7264
H -3.3990 2.7368 10.8282
H -4.8288 2.2689 11.5881
H -5.0254 4.5047 10.0876
H -6.2146 3.1878 9.7994
H -3.2842 2.0788 8.0469
H -4.9051 1.3830 7.5210
C -6.3703 -10.8380 20.5530
C -6.2969 -10.2075 21.9330
C -6.3123 -11.2738 23.0612
O -5.1118 -9.4455 22.0240
H -7.2533 -11.4340 20.3223
H -5.5184 -11.5173 20.5218
H -6.3446 -10.1027 19.7488
H -7.1425 -9.5446 22.1165
H -5.3668 -11.7980 22.9224
H -7.1660 -11.9455 22.9710
H -6.3692 -10.7032 23.9882
H -4.3586 -10.0182 22.1858
C -9.8112 -8.1214 12.5013
C -8.6252 -7.2271 12.8925
C -7.7982 -6.8996 11.6551
O -9.1817 -5.9738 13.3670
H -9.4251 -9.1407 12.4920
H -10.1258 -7.8868 11.4844
H -10.6033 -8.0665 13.2480
H -8.0649 -7.7366 13.6765
H -7.4867 -7.8296 11.1796
H -6.8587 -6.3999 11.8912
H -8.3823 -6.4060 10.8784
H -8.5264 -5.3594 13.7057
C -3.4483 -4.6396 15.7650
C -3.8246 -3.1930 15.9912
C -2.8242 -2.2512 15.2563
O -5.0540 -2.9762 15.3747
H -3.9618 -5.1916 16.5523
H -2.3950 -4.8285 15.9725
H -3.5809 -5.0676 14.7714
H -3.8692 -2.9442 17.0514
H -2.8188 -2.4246 14.1802
H -1.8131 -2.5031 15.5762
H -3.0348 -1.2270 15.5641
H -5.4525 -2.1765 15.7258
C 1.3718 -5.0734 19.6891
C 2.6977 -5.2913 18.9648
C 2.6826 -5.3129 17.3901
O 3.5676 -4.2968 19.3694
H 1.3141 -4.8837 20.7609
H 0.7440 -5.9405 19.4837
H 0.9480 -4.1709 19.2488
H 3.0809 -6.2419 19.3357
H 2.4886 -4.3008 17.0351
H 1.9464 -6.0207 17.0092
H 3.6938 -5.6501 17.1624
H 3.9668 -4.5878 20.1924
C -9.2387 2.0832 15.3850
C -9.2239 1.3745 16.7203
C -10.1917 0.3155 16.7040
O -8.0160 0.7195 17.0638
H -10.2467 2.4897 15.3029
H -9.0460 1.4092 14.5503
H -8.5767 2.9492 15.3924
H -9.5187 2.0358 17.5351
H -11.1733 0.7841 16.7755
H -10.1615 -0.3626 17.5569
H -10.1563 -0.3404 15.8342
H -7.3624 1.3980 17.2480
C 2.9374 0.1015 11.1830
C 3.5868 -0.7952 12.2143
C 4.4347 -1.9075 11.6934
O 4.4236 -0.0067 13.0243
H 3.6941 0.4429 10.4766
H 2.5237 1.0078 11.6252
H 2.1031 -0.3716 10.6651
H 2.8648 -1.1818 12.9335
H 3.6970 -2.5766 11.2504
H 4.9469 -2.4566 12.4835
H 5.1230 -1.5246 10.9400
H 5.2202 -0.5300 13.1393
O -1.6640 4.6093 15.2200
H -1.6592 4.9574 14.3283
H -0.8095 4.1892 15.3182
O -4.4986 3.5138 18.0875
H -3.9882 3.5493 17.2785
H -3.8430 3.4531 18.7823

Calculated values
Largest force on an atom (eV Å⁻¹): 3.55
HOMO level (eV): -9.440
SMILES: C1CCOC1.C1CCOC1.CC(C)O.CC(C)O.CC(C)O.CC(C)O.CC(C)O.CC(C)O.O.O
Kohn-Sham gap (eV): 9.60

Atomic partial charges in e from the Mulliken method, atoms 1 to 8: C -0.658; C -0.484; C -0.431; O -0.407; C -0.303; H 0.257; H 0.384; H 0.265

# 6
The following is a DFT calculation (ωB97M-V/def2-TZVPD) of a single C4H2Si molecule.

Positions of all 7 atoms, in Å:
C -3.0883 0.6277 -0.0004
C -4.1545 -0.1140 -0.0865
C -1.8214 0.7727 0.8649
C -5.2436 -0.6977 -0.0549
Si -0.5709 0.1619 -0.2462
H -0.6712 0.1994 -1.6767
H 0.5973 -0.5160 0.2321

Calculated values
Energy relative to the best compared isomer or geometry (same formula, charge and spin) (kcal per mole): 42.7
Largest force on an atom (eV Å⁻¹): 8.17
HOMO level (spin up / spin down) (eV): -9.286 / -9.286
Kohn-Sham gap (spin up / spin down) (eV): 7.02 / 7.02

How positive or negative is each atom? The Mulliken charges in e answer that: C -0.062; C 0.295; C -0.216; C -0.399; Si 0.485; H -0.040; H -0.064

# 7
The following is a DFT calculation (ωB97M-V/def2-TZVPD) of a single C4H9NO molecule.

Positions of all 15 atoms, in Å:
C -0.7482 -0.1116 -1.0349
C -1.5112 -0.7547 1.5003
O -0.7035 0.2898 1.7891
C 0.2806 0.6212 1.0384
N 0.4786 -0.0894 -0.1227
C 1.7133 0.2665 -0.8204
H -1.7057 0.2185 -0.6146
H -0.5136 0.5745 -1.8359
H -0.9753 -1.0832 -1.4927
H -2.2448 -0.8936 2.2705
H -1.0196 -1.6147 1.0528
H 0.8109 1.5298 1.3232
H 1.7546 1.3286 -1.1214
H 1.7784 -0.3468 -1.7193
H 2.6053 0.0648 -0.2123

Calculated values
Energy relative to the best compared isomer or geometry (same formula, charge and spin) (kcal per mole): 113.8
Largest force on an atom (eV Å⁻¹): 0.79
HOMO level (spin up / spin down) (eV): -6.846 / -6.253
Kohn-Sham gap (spin up / spin down) (eV): 7.73 / 7.13

Atomic partial charges in e from the Mulliken method, atoms 1 to 8: C -1.117; C -0.658; O -0.260; C 0.003; N -0.028; C -1.038; H 0.453; H 0.408

# 8
The following is a DFT calculation (ωB97M-V/def2-TZVPD) of a molecular structure, C53H46AsClN3O11P2Ru.

Positions of all 118 atoms, in Å:
Ru -0.6673 1.0981 0.1690
C -0.1255 4.0045 -2.9731
C 1.0000 4.6278 -2.1401
C 1.8420 5.4968 -2.8589
C 2.9584 6.0640 -2.3075
C 3.2672 5.8542 -0.9754
C 2.4583 5.0083 -0.2234
C 1.2989 4.3971 -0.8197
P 0.2970 3.2438 0.2006
C 1.0067 3.6425 1.7914
C 1.7021 2.5964 2.3990
C 2.3963 2.8362 3.6089
C 2.2503 4.0459 4.2375
C 1.4779 5.0452 3.6063
C 0.8398 4.9106 2.3891
C 0.2296 6.2225 1.8334
C -1.3613 3.8999 0.3696
C -1.9170 4.9586 -0.3805
C -3.2968 5.1090 -0.5070
C -4.2284 4.5143 0.3700
C -3.6712 3.6651 1.3015
C -2.2950 3.2082 1.1640
C -1.7204 1.9823 1.6948
H 0.4032 3.2762 -3.6457
H -0.4639 4.7996 -3.5890
H -0.9238 3.4688 -2.5247
H 1.6453 5.6578 -3.9357
H 3.6495 6.5949 -2.9632
H 4.1964 6.0850 -0.4538
H 2.8181 4.6388 0.7520
H 1.7570 1.6783 1.8927
H 3.1007 2.1353 4.0112
H 2.8226 4.3383 5.1051
H 1.4596 6.0507 4.0947
H 0.2292 6.9257 2.6254
H -0.8238 6.1057 1.4891
H 0.8548 6.6063 0.9734
H -1.2864 5.6301 -0.9754
H -3.6670 5.6987 -1.3356
H -5.2842 4.6751 0.2535
H -4.2788 3.1412 2.0338
H -2.4029 1.2292 2.1389
H -0.9909 2.3185 2.4483
O 2.0592 -1.0026 -2.1940
Cl 0.9654 -0.1516 -2.6532
O 0.1884 -0.7358 -3.7317
O 1.4785 1.1282 -3.0731
O -0.0181 -0.1004 -1.4923
O -4.2473 -2.3850 -5.2271
N -4.4444 -2.7931 -4.0796
O -4.7375 -4.0161 -3.8096
C -4.2976 -1.8657 -3.0294
C -4.5290 -2.3842 -1.7733
C -4.0463 -1.6544 -0.7250
C -2.9473 -0.6999 -0.9676
O -1.9786 -0.6485 -0.0530
C -3.0184 -0.0318 -2.2713
C -3.6855 -0.6401 -3.2645
N -2.5951 1.2883 -2.4241
O -1.8485 1.8837 -1.5031
O -2.8439 2.0429 -3.3869
N -4.4661 -1.8435 0.6668
O -4.6025 -0.8654 1.3770
O -4.8599 -3.0403 0.9236
H -5.0400 -3.3049 -1.5302
H -3.7026 -0.3693 -4.3257
C 0.4113 -2.5924 0.4791
C 1.5847 -3.5998 0.7128
As 1.4123 -5.4719 0.0850
C -0.2970 -5.4434 -0.7928
C -1.4451 -5.1039 -0.0365
C -2.7389 -5.1859 -0.6299
C -2.8618 -5.8015 -1.8459
C -1.7343 -6.0455 -2.6489
C -0.5061 -5.9972 -2.0374
C 2.6414 -5.2883 -1.4663
C 2.4468 -4.3503 -2.4658
C 3.4204 -4.1436 -3.4112
C 4.6475 -4.8210 -3.4023
C 4.8306 -5.7946 -2.4274
C 3.7892 -5.9936 -1.4528
P 0.4528 -0.8236 1.3481
C -0.4531 -0.9088 2.9147
C -1.7570 -1.3594 2.8534
C -2.4138 -1.7508 4.0038
C -1.8515 -1.4790 5.2451
C -0.7526 -0.6515 5.3016
C 0.0310 -0.4026 4.1572
C 2.2128 -0.7573 1.7380
C 3.0236 -0.2929 0.6983
C 4.4118 -0.4275 0.9214
C 4.9127 -1.1532 1.9976
C 4.0623 -1.6733 2.9551
C 2.6985 -1.5028 2.8147
H -0.5283 -3.1397 0.7307
H 0.3762 -2.3142 -0.5780
H 1.7294 -3.6949 1.8216
H 2.5840 -3.2612 0.3562
H -1.2878 -4.8157 0.9755
H -3.5875 -4.7808 -0.0937
H -3.8291 -6.0596 -2.2115
H -1.7627 -6.4434 -3.6702
H 0.3539 -6.3712 -2.5923
H 1.5611 -3.7109 -2.4089
H 3.1785 -3.4639 -4.2860
H 5.3898 -4.6504 -4.1510
H 5.6255 -6.4922 -2.4171
H 3.9478 -6.7875 -0.7528
H -2.2218 -1.3821 1.8625
H -3.4007 -2.2112 3.8120
H -2.2000 -1.9529 6.1238
H -0.4907 -0.2314 6.2667
H 0.9176 0.1844 4.2247
H 2.6810 0.4012 -0.0351
H 5.1053 -0.1554 0.1428
H 5.9639 -1.2483 2.0782
H 4.4475 -2.0731 3.8453
H 1.9292 -1.8255 3.5508

Calculated values
Energy relative to the best compared isomer or geometry (same formula, charge and spin) (kcal per mole): 81.4
Largest force on an atom (eV Å⁻¹): 4.69
Multiplicity: 6
HOMO level (spin up / spin down) (eV): -5.405 / -7.644
Kohn-Sham gap (spin up / spin down) (eV): 4.71 / 2.53

Atomic partial charges in e from the Mulliken method, atoms 1 to 8: Ru -0.190; C -1.363; C 1.245; C -0.943; C -0.757; C -0.724; C -1.333; C 0.686

Question: largest force on an atom of number 2 (C13H33Cl3N2NdO4S5)?
Answer: 2.34 eV Å⁻¹

Question: Which of these has the lowest largest force on an atom?
Answer: C4H9NO